Formula: C45H115NO13
Source: OMol25
Level of theory: ωB97M-V/def2-TZVPD

XYZ file:
```
174
Properties=species:S:1:pos:R:3:forces:R:3:mulliken_charge:R:1
C -5.614 -1.664 -0.993 -0.04 -0.07 -1.30 -1.59
C -5.576 -0.775 -2.252 1.06 0.09 0.93 1.66
C -6.725 0.205 -2.106 0.03 -0.07 -1.18 -1.56
C -6.579 1.374 -1.126 -0.38 -1.04 -0.50 -0.44
C -5.245 2.023 -1.399 -0.23 0.60 0.65 -1.10
C -4.021 1.101 -1.429 -0.42 -0.50 -0.96 2.03
N -4.325 -0.012 -2.412 0.02 1.82 0.83 -0.16
O -3.143 -0.749 -2.604 0.06 -1.51 0.73 1.50
C -2.893 1.908 -2.118 -0.07 -0.71 0.49 -0.89
C -3.698 0.666 0.025 -0.91 -2.01 0.00 0.47
C -5.700 -1.616 -3.506 0.19 -1.67 0.82 -1.72
H -4.738 -2.283 -1.019 0.55 -0.37 0.70 0.16
H -6.469 -2.316 -1.108 -0.31 -0.26 0.20 0.56
H -5.742 -1.059 -0.110 0.19 -0.20 0.30 0.36
H -6.848 0.539 -3.150 -0.34 0.65 0.46 0.39
H -7.573 -0.417 -1.886 -0.69 -0.15 0.13 0.37
H -6.719 1.091 -0.033 0.11 0.27 -1.39 0.17
H -7.359 2.077 -1.450 0.04 -0.03 0.70 0.53
H -5.194 2.771 -0.603 0.82 0.18 -0.10 -0.18
H -5.286 2.573 -2.340 -0.08 -0.09 -0.12 0.52
H -2.653 2.756 -1.477 0.25 0.11 -0.34 -0.57
H -2.029 1.268 -2.259 0.27 0.11 0.30 -0.29
H -3.168 2.191 -3.143 -0.30 0.24 0.51 0.60
H -4.640 0.282 0.553 1.30 0.69 -0.79 -0.49
H -2.950 -0.183 0.167 -0.67 1.27 -0.41 -0.63
H -3.421 1.550 0.548 0.57 0.51 0.60 -0.05
H -6.505 -2.344 -3.316 -0.04 0.29 -0.49 0.42
H -4.782 -2.237 -3.585 -0.46 0.43 -0.16 0.18
H -5.846 -1.076 -4.431 -0.08 0.31 -0.06 0.36
H -2.991 -1.405 -1.860 -0.50 0.67 -0.68 -0.04
C 2.596 -5.537 -0.481 -0.93 -0.85 -2.32 -1.54
C 2.870 -4.298 -1.374 0.59 -2.20 -0.77 0.70
C 2.041 -4.305 -2.684 0.39 0.12 0.96 -1.02
O 2.628 -3.137 -0.678 -0.40 1.76 1.01 0.31
H 1.530 -5.599 -0.246 -0.05 0.14 0.11 0.16
H 3.146 -5.451 0.419 0.66 -0.16 0.91 0.36
H 2.812 -6.506 -1.053 0.07 1.32 0.88 0.41
H 3.951 -4.342 -1.562 0.04 -0.01 -0.52 0.15
H 1.972 -5.288 -3.131 0.13 -0.34 0.07 0.47
H 2.420 -3.634 -3.452 0.04 0.26 0.15 0.30
H 1.037 -4.009 -2.397 -0.22 0.16 -0.21 -0.05
H 3.215 -3.070 0.117 -0.43 -0.24 -0.27 -0.37
C -0.779 -3.091 3.309 1.27 0.14 -0.85 -0.80
C 0.709 -3.415 3.642 -0.90 -1.45 -1.64 0.30
C 1.214 -4.752 2.981 -0.54 0.85 -0.67 -1.26
O 1.512 -2.301 3.294 0.61 0.24 -0.55 -0.43
H -0.841 -2.775 2.250 0.06 0.00 0.34 -0.07
H -1.138 -2.273 3.930 -0.04 -0.05 0.12 0.11
H -1.413 -3.955 3.376 -0.31 -0.43 0.40 0.55
H 0.825 -3.549 4.664 0.14 0.10 2.12 0.68
H 1.277 -4.565 1.897 0.05 -0.18 0.19 -0.08
H 0.458 -5.532 3.111 0.05 0.08 0.11 0.50
H 2.186 -5.167 3.300 -0.37 0.60 0.17 0.31
H 1.313 -2.115 2.362 -0.21 0.18 -0.06 -0.03
C -3.047 0.472 4.204 -0.55 -1.06 -0.14 -0.51
C -4.370 1.213 4.536 1.28 0.26 -0.14 0.35
C -4.035 2.448 5.334 1.10 0.90 -1.23 -1.54
O -5.152 1.495 3.363 0.54 0.76 0.80 -0.58
H -3.330 -0.593 4.019 0.51 0.64 -0.21 0.35
H -2.316 0.445 5.035 -0.52 0.16 -0.22 0.23
H -2.525 0.882 3.324 -0.39 -0.09 0.25 -0.10
H -4.935 0.622 5.235 -0.49 -0.70 0.07 0.47
H -3.473 2.131 6.185 0.25 -0.30 0.77 0.44
H -4.865 3.009 5.667 -1.18 0.47 0.33 0.42
H -3.359 3.170 4.825 -0.41 -0.51 -0.10 0.19
H -5.398 0.674 2.951 -0.06 -0.57 -0.19 0.29
C 2.463 5.736 0.187 -1.06 -0.45 0.44 -0.90
C 2.352 4.333 0.772 0.14 -0.21 0.21 0.41
C 1.934 4.431 2.235 -1.45 -0.32 0.05 -0.96
O 1.410 3.471 0.035 1.85 0.85 0.50 -0.06
H 1.443 6.050 0.236 -0.95 0.70 -0.63 0.13
H 2.824 5.708 -0.820 0.16 0.18 -0.58 -0.02
H 2.963 6.490 0.788 0.64 -0.37 0.15 0.40
H 3.325 3.893 0.651 0.35 -0.77 0.09 0.42
H 2.021 3.500 2.836 0.17 0.58 -0.46 0.14
H 0.860 4.714 2.217 0.30 -0.42 0.03 0.07
H 2.336 5.293 2.745 0.81 -0.01 0.21 0.43
H 0.553 3.772 0.320 -0.93 0.28 0.04 -0.09
C -2.218 -5.135 -0.268 -1.09 -1.40 0.78 -1.69
C -1.592 -4.086 -1.105 0.50 2.00 -0.14 2.90
C -1.803 -4.319 -2.568 0.34 -0.56 -1.14 -1.69
O -2.134 -2.786 -0.682 -1.08 -0.73 -0.23 -0.43
H -3.329 -4.987 -0.253 0.89 -0.14 0.17 0.31
H -1.813 -5.202 0.745 -0.27 0.64 0.11 0.24
H -2.030 -6.169 -0.617 -0.10 0.59 -0.44 0.42
H -0.528 -4.003 -0.903 0.30 -0.29 0.03 -1.51
H -1.393 -5.285 -2.855 0.13 -0.30 0.18 0.46
H -1.340 -3.645 -3.278 0.43 0.66 0.32 0.25
H -2.822 -4.356 -2.899 -0.94 0.02 0.35 0.35
H -1.520 -2.055 -0.795 0.97 -0.38 0.18 -0.23
C 4.438 -0.695 -2.379 0.86 0.85 -1.88 -0.17
C 5.921 -0.453 -2.175 0.21 -2.12 -0.11 0.23
C 6.825 -1.620 -2.745 -2.21 0.55 -1.96 -1.57
O 6.220 0.820 -2.690 -0.28 -0.03 -0.58 -0.42
H 4.095 -1.655 -2.059 0.02 -0.87 -0.09 -0.10
H 4.342 -0.542 -3.510 -0.70 -0.23 1.53 0.39
H 3.872 0.007 -1.781 -0.24 0.54 -0.32 -0.16
H 6.129 -0.482 -1.155 0.24 0.38 2.17 0.37
H 6.535 -2.688 -2.540 -0.03 1.25 0.22 0.25
H 7.848 -1.479 -2.505 1.04 0.18 0.27 0.45
H 6.677 -1.464 -3.846 0.56 -0.48 0.59 0.41
H 7.112 1.061 -2.460 0.47 0.08 0.13 0.32
C -3.409 4.894 0.510 0.43 0.78 0.09 -1.42
C -2.288 4.820 1.534 -0.51 -0.40 -0.38 -0.09
C -2.202 3.412 2.074 -0.05 0.14 1.19 0.08
O -1.102 5.177 0.845 0.89 -0.71 0.60 -0.34
H -3.260 4.128 -0.265 -0.20 0.43 0.26 0.37
H -3.413 5.925 0.077 -0.22 -0.81 0.05 0.60
H -4.317 4.742 1.058 -0.85 -0.13 -0.11 0.36
H -2.456 5.551 2.314 -0.18 0.18 0.45 0.35
H -3.226 3.063 2.301 0.43 0.06 -0.07 0.11
H -1.620 3.314 3.041 -0.29 0.06 -1.31 0.31
H -1.809 2.813 1.256 0.30 -0.40 0.22 -0.25
H -1.408 5.887 0.306 0.32 0.94 -0.90 0.21
C 5.945 -2.664 0.716 0.71 0.17 0.56 -0.96
C 5.108 -2.326 1.949 -1.08 -1.58 -1.18 0.76
C 4.782 -0.900 2.283 2.25 -0.53 -0.69 -1.64
O 3.866 -3.106 1.749 1.07 0.50 -0.31 -0.54
H 5.465 -2.504 -0.249 -0.21 0.11 0.14 -0.15
H 6.228 -3.725 0.817 -0.12 0.37 -0.29 0.43
H 6.878 -2.076 0.746 -0.24 -0.18 -0.12 0.42
H 5.631 -2.812 2.746 0.22 -0.09 0.94 0.31
H 5.667 -0.501 2.795 -0.12 0.37 -0.37 0.48
H 4.028 -0.902 2.999 -1.65 0.28 1.07 0.50
H 4.556 -0.365 1.378 -0.31 0.57 -0.18 0.20
H 3.217 -2.803 2.388 -0.42 0.01 0.54 0.14
C 1.496 1.372 5.548 -0.10 0.41 0.33 -0.97
C 1.432 0.085 6.382 -0.10 -0.59 -1.00 0.72
C 0.696 0.200 7.677 -2.05 1.10 -0.69 -1.44
O 0.713 -0.932 5.632 0.44 0.44 0.64 -0.44
H 2.383 1.970 5.847 -0.59 -0.16 -0.29 0.40
H 0.582 1.990 5.608 0.30 -0.22 0.35 0.25
H 1.550 1.119 4.487 0.43 -0.07 0.01 0.08
H 2.468 -0.187 6.596 0.16 -0.56 -0.28 0.28
H 0.481 -0.689 8.239 0.51 -0.74 0.01 0.37
H -0.307 0.553 7.354 0.23 -0.06 0.40 0.16
H 1.065 0.960 8.331 0.55 0.46 0.40 0.40
H 1.064 -1.016 4.733 0.18 -0.03 0.13 0.15
C -1.954 0.333 -5.562 0.92 0.82 -0.13 -1.32
C -0.631 -0.409 -5.420 -0.39 -0.28 0.79 0.31
C 0.472 0.406 -4.718 -0.40 1.87 0.83 -0.42
O -0.950 -1.595 -4.671 -0.21 -0.20 0.84 -0.57
H -2.307 0.702 -4.591 -0.09 -0.68 -0.08 0.13
H -2.652 -0.321 -6.071 -0.37 0.14 0.09 0.35
H -1.803 1.257 -6.107 -0.07 0.16 -0.62 0.52
H -0.280 -0.826 -6.377 -0.03 0.50 0.12 0.33
H 0.750 1.404 -5.246 -0.19 -2.02 0.37 0.40
H 1.341 -0.218 -4.444 -0.22 0.38 -0.53 0.12
H 0.099 0.818 -3.719 0.13 -0.75 -1.17 -0.24
H -1.700 -1.409 -4.053 0.78 0.11 -0.66 0.08
C 2.739 3.053 -3.729 -0.69 0.55 0.86 -0.61
C 3.459 4.370 -3.704 1.70 -0.48 0.49 0.64
C 4.904 4.170 -3.260 -1.17 1.58 1.85 -1.21
O 3.452 5.076 -4.889 -0.80 1.32 -1.69 -0.59
H 2.914 2.651 -2.726 -0.65 -0.29 -0.09 -0.06
H 3.123 2.344 -4.423 0.57 -0.47 -0.79 0.46
H 1.681 3.215 -3.951 0.03 -0.21 0.28 0.24
H 3.033 5.013 -2.933 -0.49 0.09 -0.24 -0.30
H 5.456 3.598 -3.954 0.93 -0.38 -0.80 0.49
H 4.803 3.624 -2.340 0.49 -0.58 0.52 0.27
H 5.308 5.167 -2.937 0.16 -0.90 -0.87 0.31
H 4.029 4.717 -5.576 -0.10 -0.25 0.52 0.36
C 0.718 0.276 -1.202 -0.11 0.04 0.70 -0.63
C 0.931 -0.394 0.148 -1.06 -0.05 0.44 1.22
C 0.322 0.346 1.341 -0.35 0.85 -1.00 0.50
O 0.379 -1.723 0.171 0.39 -0.30 -0.11 1.65
H -0.338 0.495 -1.407 0.17 -0.19 0.15 -0.68
H 1.111 -0.371 -1.968 0.08 -0.24 -0.39 0.21
H 1.267 1.212 -1.217 0.04 0.28 -0.08 0.35
H 1.981 -0.489 0.312 1.09 -0.03 0.12 -0.72
H 0.347 -0.222 2.253 -0.08 -0.50 0.31 -0.20
H -0.733 0.609 1.097 0.63 -0.11 0.32 -0.67
H 0.893 1.261 1.534 -0.24 0.08 -0.20 0.12
H 1.071 -2.323 -0.189 -0.32 0.22 -0.06 -0.61
```
Forces are in eV/Å.

Computed properties:
energy relative to the best compared isomer or geometry (same formula, charge and spin)	0.000	eV
energy	-2816.27782	Eh
charge	0
HOMO-LUMO gap	8.83	eV
E_LUMO	0.02053	hartree
largest force on an atom	3.01	eV Å⁻¹